Entry 1:
A cluster of 13 separate species, C5H34N2O12 in total, computed with ωB97M-V with the def2-TZVPD basis set.

The geometry in XYZ format:
```
53
Properties=species:S:1:pos:R:3:lowdin_spin:R:1
O 0.7098 1.9264 1.5566 0.01
H 2.7620 -0.9933 -1.6188 0.00
H -1.2208 -2.1526 -1.5568 0.00
H -2.6159 -0.5152 -2.4621 0.02
O 2.2059 1.8921 -0.5613 0.00
H -2.5341 0.9429 -0.5100 0.03
H 0.2457 1.0858 1.4104 0.01
H -0.4055 -2.5332 1.2572 0.00
C -0.2092 -0.4666 -0.2639 0.16
C -0.0988 0.3320 -1.3655 0.06
H -0.1614 -0.5042 2.7333 0.00
O -2.6810 -2.4398 -0.0807 0.01
H 1.1743 2.0501 0.6900 0.00
H 1.1279 -2.0655 -2.1234 0.00
H 1.8711 2.5337 -1.2235 0.00
O 2.0755 -1.9392 -2.3586 0.00
O -0.6077 -2.5310 -2.2155 0.01
H -2.4677 -1.4078 -3.6204 0.00
H 0.8924 0.4327 -1.8153 0.00
H 1.0625 3.7443 3.8746 0.00
H 1.4283 -1.7435 -0.4554 0.01
C 0.9369 -1.1808 0.3551 0.03
O 0.2988 3.4331 -2.0267 0.01
H 1.2226 -1.1949 3.2664 0.00
H 0.9419 2.4795 3.0990 0.00
H -2.7812 -3.3944 -0.2093 0.00
C -2.2945 1.0483 -1.5832 0.35
H 1.3808 -2.8279 1.5952 0.00
H -0.8025 2.9393 1.1404 0.00
H 2.7942 1.2440 -0.9968 0.00
O 1.2094 2.8004 3.9988 0.00
O -3.0650 -1.2918 -2.8718 0.03
H -1.2279 -0.6646 0.0484 0.02
H -3.1906 1.5706 -1.9254 0.03
O -1.3325 2.9888 0.3284 0.01
H -3.2638 -0.7846 2.7683 0.00
H -0.9397 -3.4296 -2.3195 0.00
O -2.8005 -0.4872 1.9701 0.00
H -3.4054 -2.0413 -0.5843 0.00
H 2.5478 0.4788 2.1274 0.00
H -2.1961 2.6526 0.5562 0.00
H 2.5129 1.0865 3.5224 0.00
H -0.1786 3.0145 -1.2828 0.00
O 3.4553 -0.3944 -1.2879 0.00
H 2.1515 -2.0809 -3.3099 0.00
O 3.0665 0.5490 2.9420 0.00
H -2.7646 -1.3471 1.4973 0.00
H 1.6580 -0.4581 0.7867 0.01
C 0.5550 -2.1031 1.5525 0.00
N 0.3447 -1.3756 2.7961 0.00
H 3.7159 -0.5666 -0.3838 0.00
N -1.1142 0.8587 -2.1310 0.18
H 0.0119 2.8306 -2.7293 0.00
```

Values from the calculation:
total charge = -1
energy above the lowest of the compared OMol25 structures with the same formula, charge and spin = 19.2 kcal/mol
LUMO energy (alpha / beta) = 2.3 / 2.3 eV
2S+1 = 2
highest occupied orbital energy (alpha / beta) = -1.5637 / -4.2942 eV


Entry 2:
A cluster of 4 separate species, C15H38BrFNO10PS in total, computed with ωB97M-V with the def2-TZVPD basis set.

The geometry in XYZ format:
```
68
Properties=species:S:1:pos:R:3:nbo_charge:R:1
H -2.9632 2.4679 5.7005 0.18
C 7.0089 -1.8636 -3.6532 -0.26
H 1.3817 1.7517 0.4613 0.24
H 0.6967 -0.4130 -0.2790 0.24
Br -1.4781 0.0995 -1.7435 0.00
H -7.2207 2.5225 6.7239 0.19
C -4.5634 1.8901 3.9829 -0.26
C -0.1454 -6.1585 -1.3603 -0.25
H -1.5326 2.2892 0.2169 0.25
H -4.4995 0.4725 7.4963 0.18
C -1.4793 -4.6099 -2.5585 -0.09
C 4.3179 0.2432 -2.7763 -0.26
H -2.3465 -4.7880 -3.2027 0.18
O -1.3139 2.3831 2.8160 -0.98
H 3.4496 -0.7950 -5.6548 0.19
C 0.7074 1.8719 -0.4940 -0.46
H -0.9299 1.4606 2.6043 0.52
H -0.9507 -6.5516 -0.7338 0.17
H -5.0946 2.6833 4.5195 0.18
H 4.1392 -0.0953 -1.7526 0.19
H 1.6217 -4.4554 -2.9863 0.18
C -3.3193 1.4621 5.9533 -0.09
H 7.8057 -1.4096 -3.0559 0.19
H 5.3007 -2.4442 -5.2601 0.18
C -0.6178 2.8230 -0.2803 -0.29
C 5.5046 -1.3775 -5.4167 -0.09
C 1.6081 -3.4024 -2.6937 -0.26
H 1.1150 0.1882 -2.0159 0.24
H -1.4233 -2.5309 -3.1001 0.19
H 1.3776 2.4295 -1.3096 0.22
C -4.1378 1.4781 7.2472 -0.09
O 0.3353 -3.0135 -2.1895 -0.56
O -2.1206 5.8194 1.7294 -0.83
H -3.4936 1.8164 8.0658 0.18
C -0.7296 -3.3780 -3.0731 -0.09
H -6.7741 1.2284 7.8564 0.17
P -0.0706 3.4844 2.2912 1.47
F -1.1158 6.3968 -0.6304 -0.48
S -1.6610 5.1160 0.4282 2.24
H -1.8459 -4.4494 -1.5377 0.18
H -3.7374 2.3205 3.4101 0.18
N -0.2971 4.0403 0.6124 -0.93
H 0.3380 -5.3152 -0.8560 0.18
H 3.7314 1.1488 -2.9536 0.16
H -0.8850 3.2547 -1.3587 0.27
O -2.9031 4.4871 -0.2511 -0.83
O 6.6820 -0.9709 -4.7122 -0.55
C 4.2978 -0.5236 -5.0180 -0.09
H 0.5982 -6.9454 -1.5097 0.19
H -6.4238 1.0603 6.1084 0.18
H 6.1506 -2.0498 -3.0026 0.18
H 0.6989 5.5386 2.9609 0.51
H 7.3771 -2.8085 -4.0640 0.17
O -4.0690 0.8966 4.8734 -0.56
H 5.7048 -1.2261 -6.4828 0.19
O 3.9022 -0.7850 -3.6677 -0.56
C -6.4705 1.7580 6.9485 -0.25
H 2.3503 -3.2516 -1.9037 0.19
O -0.6613 -5.7818 -2.6317 -0.55
H -5.2608 1.4144 3.2889 0.19
H 5.3845 0.4653 -2.8873 0.19
C 0.3954 0.3823 -1.1031 -0.46
H 4.5036 0.5428 -5.1680 0.18
O -5.2225 2.4076 7.1623 -0.55
H 1.8768 -2.7745 -3.5484 0.18
H -2.4429 0.8224 6.0998 0.18
O 0.1962 4.7917 3.4103 -0.95
H -0.3572 -3.5415 -4.0922 0.18
```

Values from the calculation:
LUMO energy = -0.5 eV
2S+1 = 1
highest occupied orbital energy = -9.0487 eV


Number 1: F_max 3.14 eV/A. Number 2: F_max 7.39 eV/A.